C51H40BaBrN9O6 | ωB97M-V/def2-TZVPD

Each line ends with the Mulliken charge.
Cartesian coordinates (Å):
Ba 0.00000 0.00000 0.00000  -0.0580
Br 3.81300 -1.06250 -1.45300  -0.0512
C 3.81190 0.53870 -0.43160  -0.0435
C 5.00990 1.20660 -0.24930  -0.6127
C 4.99740 2.37360 0.49760  -0.3214
C 3.79280 2.82900 1.03300  -0.6224
C 2.59330 2.12410 0.82730  0.2633
N 2.63500 0.95520 0.07340  0.4138
C 1.28230 2.79080 1.51910  0.1289
O 1.52540 3.87520 2.16120  -0.8353
O 0.09460 2.30060 1.44800  -0.3110
H 5.93360 0.83470 -0.67430  0.4009
H 5.91060 2.93410 0.66930  0.3728
H 3.78330 3.74590 1.61960  0.4608
C 4.27420 -10.39550 -9.10970  -0.8160
O 4.57180 -10.26650 -7.72530  -0.4651
C 4.06190 -9.17500 -7.08000  0.9245
C 4.36070 -9.10660 -5.71980  -0.4777
C 3.89760 -8.04130 -4.94120  -0.5135
C 3.12490 -7.01750 -5.50560  0.3783
C 2.83100 -7.09360 -6.87470  -0.7556
C 3.29570 -8.16320 -7.65550  -0.5695
C 2.65640 -5.92080 -4.64910  0.0884
N 2.87340 -5.80330 -3.35250  -0.8168
C 2.25400 -4.63840 -2.94800  0.6299
C 1.64340 -4.01940 -4.01900  0.2248
N 1.91480 -4.84740 -5.08310  -0.1554
C 0.93640 -2.81150 -3.88760  0.9063
C 0.35190 -2.26890 -5.05600  -0.4679
C -0.35630 -1.08420 -4.98720  -1.0864
C -0.45630 -0.48500 -3.75850  -0.2464
N 0.09630 -0.99130 -2.63540  0.4791
C 0.82560 -2.17830 -2.61860  -0.3474
C 1.47550 -2.82550 -1.45030  -1.2825
N 1.49580 -2.38500 -0.12410  0.8090
C 2.12640 -3.06630 0.85830  -0.4436
C 2.80050 -4.24310 0.65400  -0.9713
C 2.82210 -4.73960 -0.63490  -0.6506
C 2.16960 -4.04280 -1.67490  1.4071
H 4.74130 -11.31800 -9.46780  0.2370
H 4.69670 -9.56370 -9.68300  0.3252
H 3.19520 -10.48250 -9.27540  0.3309
H 4.95800 -9.88860 -5.25720  0.3904
H 4.14530 -8.01570 -3.88090  0.4721
H 2.23600 -6.33300 -7.37010  0.2423
H 3.03950 -8.17380 -8.70990  0.3516
H 1.61660 -4.69520 -6.03270  0.1530
H 0.43960 -2.75530 -6.02200  0.2452
H -0.81560 -0.64280 -5.86340  0.4540
H -0.99680 0.44750 -3.62420  0.1070
H 2.06510 -2.61380 1.84360  0.4454
H 3.29350 -4.75930 1.46840  0.3886
H 3.34700 -5.67190 -0.83740  0.4481
C 0.10140 -1.67470 5.26340  -0.8193
N -1.11790 -1.47560 4.50640  0.2153
C -2.40560 -1.71640 5.12180  -0.8797
C -1.03530 -1.05460 3.19510  -0.0210
O 0.00000 -0.82410 2.58460  -0.4977
H -0.11360 -2.00690 6.28190  0.3071
H 0.65670 -0.73230 5.29550  0.2689
H 0.71520 -2.42510 4.75580  0.2396
H -2.29740 -2.04320 6.15870  0.2705
H -2.93250 -2.48380 4.54680  0.3132
H -2.99100 -0.79270 5.08600  0.3300
H -2.02580 -0.93840 2.72330  0.2777
N -0.02000 7.05240 -4.50760  -0.7083
C -0.01250 6.07840 -3.88270  0.1004
C -0.00370 4.86450 -3.10420  0.2372
C -1.19080 3.96980 -3.11730  -0.8142
C -1.18730 2.83720 -2.39330  -1.7157
C 0.00000 2.47940 -1.58130  1.3985
C 1.07370 3.28550 -1.56740  -0.9229
C 1.07430 4.53680 -2.36510  -0.9658
H -2.06290 4.22810 -3.71090  0.6304
H -2.05140 2.18110 -2.39980  1.1585
H 1.94020 3.01980 -0.97180  0.3224
H 1.95050 5.17910 -2.34390  0.3951
O -3.68090 -0.85110 -1.14610  -0.8337
C -3.69250 0.21210 -0.53650  -0.6354
N -4.84320 0.89960 -0.34340  -0.0144
C -4.64920 2.14260 0.33710  3.6366
C -3.11180 2.00690 0.51130  -1.2739
O -2.40860 2.86870 1.04130  -0.6484
N -2.66610 0.85010 0.00000  1.4898
C -5.09610 3.28020 -0.60400  -0.6533
C -4.19070 3.93920 -1.45450  0.3440
C -4.61770 4.94150 -2.33000  -0.9966
C -5.96160 5.30110 -2.37960  -0.4533
C -6.88150 4.65180 -1.56100  -0.7826
C -6.45520 3.64510 -0.69030  -0.2956
C -5.33120 2.17820 1.72030  -0.8626
C -5.24570 3.33800 2.51430  -0.1467
C -5.85680 3.40200 3.76860  -0.7863
C -6.55640 2.30270 4.25990  -0.3738
C -6.63800 1.13790 3.50100  -0.8069
C -6.02940 1.07490 2.24460  -0.4436
H -5.69700 0.61190 -0.78700  0.2377
H -3.13570 3.66700 -1.44710  0.1641
H -3.89340 5.43120 -2.97450  0.4477
H -6.29030 6.07950 -3.06110  0.3802
H -7.93250 4.92170 -1.60050  0.3466
H -7.19270 3.14160 -0.06870  0.3714
H -4.67700 4.19390 2.15230  0.4452
H -5.76880 4.30620 4.36320  0.3867
H -7.01980 2.34650 5.24060  0.3702
H -7.15960 0.26770 3.88860  0.3976
H -6.08130 0.14370 1.68420  0.3823
H -1.40370 -2.20110 0.00000  -0.0706

Atoms 1-3, force components in eV/Å:
-1.293 0.695 0.189
0.701 0.560 -0.202
-1.180 1.156 0.933

As for the spin multiplicity: 1. For the LUMO energy (alpha / beta), the calculation gives 2.71 / 2.71 eV. The charge is -2. The value obtained for the energy above the lowest of the compared OMol25 structures with the same formula, charge and spin is 0.00 kJ/mol. The maximum force is 4.0 eV Å⁻¹.